i) ORCA calculation (the ωB97M-V functional and the def2-TZVPD basis) on a 2-piece molecular cluster, C5H14NO2 overall.

XYZ file:
```
22
Properties=species:S:1:pos:R:3:nbo_charge:R:1
C -1.3507 -1.8367 0.5184 -0.3945
C -2.4531 -0.8295 0.2133 -0.6183
C 0.0629 -1.3387 0.2131 -0.2327
N 0.1831 -0.8058 -1.1448 -0.6559
C 1.4751 -0.1625 -1.3979 -0.2361
C 1.6066 1.2756 -0.8185 -0.0218
O 1.1896 1.4176 0.4543 -0.9682
H -1.5399 -2.7819 -0.0137 0.1803
H -1.3868 -2.0295 1.5974 0.1883
H -2.2256 0.1527 0.6213 0.2158
H -3.3911 -1.1622 0.6743 0.1910
H -2.5936 -0.6141 -0.8532 0.1974
H 0.3644 -0.5677 0.9233 0.2298
H 0.7555 -2.1758 0.3141 0.1622
H -0.5568 -0.1319 -1.3001 0.3426
H 2.2391 -0.8899 -1.0748 0.1575
H 1.5617 -0.1440 -2.4907 0.1582
H 0.9976 1.8992 -1.5289 0.0747
H 2.6842 1.5318 -1.0105 0.0851
H 0.1219 3.1000 2.4573 0.4437
H 1.3012 2.6614 1.5521 0.5234
O 0.9547 3.4320 2.0942 -1.0225
```

* lowest unoccupied orbital energy: 0.1401 hartree
* Kohn-Sham gap: 0.252 Ha
* charge: -1
* HOMO level: -3.034 eV
* multiplicity: 1

ii) ORCA calculation (the ωB97M-V functional and the def2-TZVPD basis) on a 2-piece molecular cluster, C5H14NO2 overall.

XYZ file:
```
22
Properties=species:S:1:pos:R:3:nbo_charge:R:1
C -1.3152 2.0758 -1.7551 -0.6270
C -1.5844 0.9264 -0.8340 -0.2124
N -0.7415 -0.1978 -1.2074 -0.6492
C -0.5295 -1.4212 1.0387 -0.6257
C 0.1307 -0.7459 -0.1706 -0.0772
C 1.3683 0.1741 0.1307 -0.0264
O 2.3265 -0.5291 0.7309 -0.9725
H -1.6540 3.0127 -1.3128 0.2040
H -1.5928 1.9724 -2.6988 0.1944
H -0.2320 2.0333 -2.0000 0.1978
H -2.7458 0.7829 -1.0045 0.1293
H -1.7240 0.9974 0.3147 0.2041
H -0.1865 0.0922 -2.0207 0.3498
H 0.0167 -1.1687 1.8796 0.2285
H -1.6209 -1.2536 1.0419 0.1876
H -0.5333 -2.5081 0.9098 0.1923
H 0.6188 -1.6304 -0.6367 0.1804
H 1.7937 0.5390 -0.8417 0.0708
H 1.0742 1.0624 0.5696 0.0953
H 2.4153 -0.7348 2.4169 0.4965
H 2.1467 -2.0523 2.4301 0.4593
O 2.5692 -1.4266 3.0196 -0.9998
```

* lowest unoccupied orbital energy: 0.1351 hartree
* Kohn-Sham gap: 0.243 Ha
* charge: -1
* HOMO level: -2.948 eV
* multiplicity: 1

Tell me which of them is the most stable. Sure, it is i).

i) ORCA calculation (the ωB97M-V functional and the def2-TZVPD basis) on one molecule with the formula C3H5Cl.

XYZ file:
```
9
Properties=species:S:1:pos:R:3:nbo_charge:R:1
C 0.1474 0.8891 1.0533 -0.3880
C -0.1706 -0.2721 0.4828 -0.2098
C 0.0379 -0.7068 -0.8833 -0.3823
Cl 0.2033 0.7093 -2.0346 -0.1032
H 0.6960 1.7451 0.4736 0.2120
H -0.3637 1.1832 1.9209 0.2038
H -0.6798 -1.1122 1.1213 0.2078
H -0.8413 -1.2394 -1.2165 0.2290
H 0.9709 -1.1964 -0.9175 0.2306
```

* lowest unoccupied orbital energy: 0.0387 hartree
* Kohn-Sham gap: 0.403 Ha
* HOMO level: -9.902 eV
* multiplicity: 1
* SMILES string: C=CCCl

ii) ORCA calculation (the ωB97M-V functional and the def2-TZVPD basis) on a 2-piece molecular cluster, C3H5Cl overall.

XYZ file:
```
9
Properties=species:S:1:pos:R:3:nbo_charge:R:1
C 0.0308 1.4903 0.4286 -0.2435
C 0.6076 0.5715 -0.0233 -0.0140
C 1.4476 -0.6120 -0.0713 -0.6988
H -0.4602 2.4671 0.6089 0.2449
H 2.4268 -0.4662 0.4399 0.2381
H 1.0131 -1.5609 0.3384 0.2412
H 1.7738 -0.9490 -1.0558 0.2336
Cl -2.7988 -0.1977 -0.2729 -0.2802
H -4.0408 -0.7429 -0.3925 0.2787
```

* lowest unoccupied orbital energy: 0.0269 hartree
* Kohn-Sham gap: 0.399 Ha
* HOMO level: -10.134 eV
* multiplicity: 1
* SMILES string: C#CC.Cl

iii) ORCA calculation (the ωB97M-V functional and the def2-TZVPD basis) on one molecule with the formula C3H5Cl.

XYZ file:
```
9
Properties=species:S:1:pos:R:3:nbo_charge:R:1
C 0.7144 -0.9645 -0.4297 -0.6595
C 0.2483 0.3882 0.0508 -0.2175
C -0.9944 0.6883 0.3342 -0.2015
Cl -1.3845 2.3377 0.8901 -0.0539
H 0.2244 -1.7941 0.2201 0.2299
H 0.3293 -0.9245 -1.4797 0.2326
H 1.7737 -0.7785 -0.3210 0.2279
H 1.0456 1.0713 0.4503 0.2165
H -1.9567 -0.0239 0.2849 0.2257
```

* lowest unoccupied orbital energy: 0.0419 hartree
* Kohn-Sham gap: 0.387 Ha
* HOMO level: -9.398 eV
* multiplicity: 1
* SMILES string: C/C=C/Cl

iv) ORCA calculation (the ωB97M-V functional and the def2-TZVPD basis) on a 2-piece molecular cluster, C3H5Cl overall.

XYZ file:
```
9
Properties=species:S:1:pos:R:3:nbo_charge:R:1
C -0.5875 0.7522 0.2963 -0.4499
C -0.3420 -0.7263 0.2429 -0.4593
C 0.6371 0.1897 -0.4216 -0.2051
Cl 2.3352 0.0467 0.0111 -0.0212
H -1.2904 1.4310 -0.2431 0.2504
H -0.3093 1.0012 1.3551 0.2294
H -0.1141 -1.4167 1.0848 0.2361
H -1.1020 -1.2489 -0.3773 0.2177
H 0.7730 -0.0289 -1.9482 0.2019
```

* lowest unoccupied orbital energy: 0.0306 hartree
* Kohn-Sham gap: 0.399 Ha
* HOMO level: -10.024 eV
* multiplicity: 1

Tell me which of them is the most stable. Sure, it is i).

i) ORCA calculation (the ωB97M-V functional and the def2-TZVPD basis) on one molecule with the formula CH6N2OS.

XYZ file:
```
11
Properties=species:S:1:pos:R:3:nbo_charge:R:1
C -1.5877 0.7897 -0.2235 -0.9208
S 0.0804 0.3255 -0.3253 1.9210
N 1.4258 -0.0765 0.8672 -1.0104
N -0.1627 -1.3148 -0.4787 -1.0592
O 0.6127 1.0063 -1.4769 -0.9104
H -1.5652 1.8607 -0.2198 0.2031
H -2.0868 0.6504 0.8120 0.2056
H 1.8914 0.7545 1.2131 0.3889
H 1.9496 -0.6133 0.1992 0.3619
H 0.5619 -1.8167 0.0694 0.3986
H -1.1193 -1.5657 -0.4367 0.4217
```

* lowest unoccupied orbital energy: 0.0129 hartree
* Kohn-Sham gap: 0.345 Ha
* HOMO level: -9.032 eV
* multiplicity: 1
* SMILES string: C=S(N)(N)=O

ii) ORCA calculation (the ωB97M-V functional and the def2-TZVPD basis) on one molecule with the formula CH6N2OS.

XYZ file:
```
11
Properties=species:S:1:pos:R:3:nbo_charge:R:1
C 0.6090 1.4427 -0.0858 -0.8275
N -1.6243 -1.3644 -0.1249 -0.6278
N -0.2060 -1.3003 0.1162 -0.6453
O 2.3466 -0.4192 0.6507 -0.9109
S 1.4672 -0.1682 -0.4631 1.3049
H 1.1629 2.2762 -0.5093 0.2273
H -0.3872 1.4115 -0.5178 0.2188
H 0.5530 1.5466 0.9929 0.2380
H -1.7567 -1.8669 -0.9988 0.3556
H -2.0866 -0.4496 -0.1637 0.3299
H -0.0780 -1.1083 1.1035 0.3370
```

* lowest unoccupied orbital energy (spin up / spin down): 0.0167 / 0.0167 hartree
* Kohn-Sham gap (spin up / spin down): 0.333 / 0.333 Ha
* HOMO level (spin up / spin down): -8.615 / -8.615 eV
* multiplicity: 1

Tell me which of them is the most stable. Sure, it is ii).

i) ORCA calculation (the ωB97M-V functional and the def2-TZVPD basis) on a 2-piece molecular cluster, C4H12O4 overall.

XYZ file:
```
20
Properties=species:S:1:pos:R:3:nbo_charge:R:1
O 1.8636 -2.6500 0.3208 -0.7211
C 1.8045 -2.7211 -1.0816 -0.1002
C 0.6390 -1.8762 -1.6483 -0.0926
O 0.5087 -0.7735 -0.7713 -0.7423
H 1.3863 -3.4520 0.6198 0.4812
H 2.7661 -2.3886 -1.5177 0.1833
H 1.6901 -3.7999 -1.3022 0.1695
H 0.9252 -1.6319 -2.6894 0.1791
H -0.3388 -2.3942 -1.6807 0.1586
H 0.9173 -1.1472 0.0373 0.4871
O -2.1122 1.3425 -0.3648 -0.7364
C -1.3198 2.4016 0.1783 -0.0803
C -1.1715 2.2028 1.7202 -0.0837
O -0.4190 3.2571 2.2150 -0.7243
H -1.5089 0.5734 -0.4361 0.4825
H -0.3307 2.3297 -0.3135 0.1746
H -1.7351 3.4029 -0.0457 0.1679
H -2.0434 2.0461 2.3840 0.1706
H -0.5118 1.3190 1.8169 0.1600
H -1.0093 3.9596 2.5591 0.4664
```

* lowest unoccupied orbital energy: 0.0199 hartree
* Kohn-Sham gap: 0.367 Ha
* HOMO level: -9.451 eV
* multiplicity: 1
* SMILES string: OCCO.OCCO

ii) ORCA calculation (the ωB97M-V functional and the def2-TZVPD basis) on a 2-piece molecular cluster, C4H12O4 overall.

XYZ file:
```
20
Properties=species:S:1:pos:R:3:nbo_charge:R:1
O -0.5836 0.8230 1.2778 -0.7835
C 0.8343 1.2311 1.1885 -0.0893
C 1.0444 2.7719 0.8495 -0.0739
O -0.0127 3.5895 1.2491 -0.7091
H -0.7774 -0.0772 1.5493 0.5083
H 1.2476 0.9972 2.1697 0.1682
H 1.3399 0.6784 0.3968 0.1712
H 1.1200 2.9269 -0.2267 0.1570
H 1.9755 3.0949 1.3151 0.1661
H -0.5893 2.9188 1.6220 0.4819
O -0.3683 -2.0201 0.6942 -0.7335
C -0.6099 -2.4972 -0.6552 -0.0968
C -0.7597 -1.2852 -1.6188 -0.0744
O -0.6423 -1.5560 -2.9712 -0.7146
H -0.1750 -2.8184 1.1910 0.4773
H 0.1731 -3.0706 -1.1514 0.1628
H -1.4354 -3.2019 -0.7559 0.1676
H -0.1184 -0.4432 -1.3582 0.1737
H -1.7821 -0.9602 -1.4262 0.1646
H 0.1190 -1.1017 -3.3395 0.4764
```

* lowest unoccupied orbital energy: 0.0193 hartree
* Kohn-Sham gap: 0.384 Ha
* HOMO level: -9.910 eV
* multiplicity: 1
* SMILES string: OCCO.OCCO

Tell me which of them is the most stable. Sure, it is i).

i) ORCA calculation (the ωB97M-V functional and the def2-TZVPD basis) on C4H12O4 as an isolated structure.

XYZ file:
```
20
Properties=species:S:1:pos:R:3:nbo_charge:R:1
C -0.3467 -0.5737 -0.0857 0.3749
C -1.7134 -0.3243 -0.7055 -0.4284
C -2.8236 -1.1158 -0.0205 -0.6080
O 0.6469 0.0708 -0.8660 -0.6947
O -0.3664 -0.0683 1.2344 -0.7248
H 0.7169 1.2689 -0.5941 0.4991
H 0.4406 -0.3252 1.6945 0.4733
H -0.1173 -1.6485 -0.0802 0.1390
H -1.9094 0.7488 -0.6418 0.2190
H -1.6441 -0.5845 -1.7630 0.2167
H -2.8923 -0.8483 1.0333 0.2197
H -2.6406 -2.1904 -0.0884 0.2011
H -3.7863 -0.9067 -0.4874 0.2161
C 3.0211 0.3493 0.2268 -0.1974
O 2.8493 1.5754 0.5728 -0.3014
O 1.1465 2.3458 -0.2121 -0.8493
H 0.8240 2.5141 0.6833 0.4652
H 1.8222 -0.0510 -0.3790 0.4259
H 3.0073 -0.3984 1.0391 0.1716
H 3.7652 0.1622 -0.5606 0.1825
```

* lowest unoccupied orbital energy (spin up / spin down): -0.0480 / -0.0480 hartree
* Kohn-Sham gap (spin up / spin down): 0.300 / 0.300 Ha
* HOMO level (spin up / spin down): -9.467 / -9.473 eV
* multiplicity: 1

ii) ORCA calculation (the ωB97M-V functional and the def2-TZVPD basis) on a 4-piece molecular cluster, C4H12O4 overall.

XYZ file:
```
20
Properties=species:S:1:pos:R:3:lowdin_charge:R:1
C -2.6538 -0.4227 -0.1603 -0.0794
C -2.5580 0.5955 0.9460 0.0506
C -1.3102 1.2957 1.0231 -0.0668
C -0.3135 1.4017 0.1303 0.0073
O 0.7547 2.3275 0.4588 0.0402
H -3.2786 -1.4496 0.0192 0.1467
H -3.1600 -0.0947 -1.1277 0.1219
H -3.3161 0.6583 1.7505 0.1318
H -1.1558 1.7848 2.0271 0.1463
H -0.4274 1.0228 -0.9227 0.1482
H 1.4670 1.6737 0.4739 0.0612
H 1.2931 -1.6779 -1.3254 -0.0616
H -1.5904 -0.7396 -0.3474 0.0697
O 0.5022 -1.1411 -1.7602 -0.1683
H 3.7197 0.2954 0.9324 -0.0094
H 2.9144 -0.5777 -0.0058 -0.0325
O 3.0129 0.3348 0.3542 -0.0701
H 2.6646 -2.8990 -0.3078 -0.0354
H 1.0767 -0.3866 -1.6517 -0.0251
O 2.3585 -2.0012 -0.5065 -0.3752
```

* lowest unoccupied orbital energy: -0.1324 hartree
* Kohn-Sham gap: 0.151 Ha
* HOMO level: -7.707 eV
* multiplicity: 1

Tell me which of them is the most stable. Sure, it is i).

i) ORCA calculation (the ωB97M-V functional and the def2-TZVPD basis) on one molecule with the formula C5H10S2.

XYZ file:
```
17
Properties=species:S:1:pos:R:3:nbo_charge:R:1
C 0.5377 0.9972 2.7164 -0.3861
C 0.6125 0.4649 1.4879 -0.1843
C 1.6790 -0.4647 1.1375 -0.6570
S -0.5440 0.8787 0.2315 0.2280
C -1.1076 -0.7381 -0.4286 -0.6704
S -2.3137 -0.3507 -1.7254 0.2251
C -1.1089 0.2934 -2.9218 -0.7642
H -0.1715 1.8178 2.9198 0.2044
H 1.1361 0.6810 3.5918 0.2039
H 2.3639 -0.7127 1.8992 0.2247
H 2.1760 -0.1159 0.1565 0.2261
H 1.3109 -1.4881 0.9619 0.2128
H -1.6112 -1.3063 0.3889 0.2384
H -0.3238 -1.3533 -0.8011 0.2157
H -0.2632 0.7153 -2.3924 0.2359
H -0.8473 -0.4374 -3.6969 0.2168
H -1.5248 1.1190 -3.5251 0.2303
```

* lowest unoccupied orbital energy: 0.0334 hartree
* Kohn-Sham gap: 0.343 Ha
* HOMO level: -8.430 eV
* multiplicity: 1
* SMILES string: C=C(C)SCSC

ii) ORCA calculation (the ωB97M-V functional and the def2-TZVPD basis) on C5H10S2 as an isolated structure.

XYZ file:
```
17
Properties=species:S:1:pos:R:3:nbo_charge:R:1
C 0.1681 2.0933 -1.3729 -0.8175
C -0.1451 -0.0062 0.4641 -0.2069
C -0.0494 -0.6988 -0.8961 -0.3598
C -1.4256 -1.5139 -1.2979 -0.6278
C 1.2869 -1.3717 -0.9442 -0.6236
H -0.2267 3.3662 -1.5267 0.2700
H 1.1241 1.6626 -1.9604 0.2474
H -0.8532 1.5494 -1.7995 0.2445
H 0.0919 0.2443 -1.6563 0.2386
H -2.3352 -0.7432 -1.2138 0.2215
H -1.5842 -2.6417 -0.7773 0.2517
H -1.3530 -1.5572 -2.4286 0.2119
H 1.2242 -2.1375 -1.7615 0.2233
H 1.5572 -1.7693 0.1780 0.2447
H 2.0701 -0.6160 -1.3290 0.2069
S 0.2981 1.7029 0.5198 0.3414
S -0.2184 -0.9762 1.8900 -0.0662
```

* lowest unoccupied orbital energy: -0.0120 hartree
* Kohn-Sham gap: 0.301 Ha
* HOMO level: -8.508 eV
* multiplicity: 1

Tell me which of them is the most stable. Sure, it is i).